A molecular structure, C12H17MnN2O4. Source: OMol25; level of theory: ωB97M-V/def2-TZVPD.

XYZ file:
```
36
Properties=species:S:1:pos:R:3:forces:R:3
Mn -1.236200 -0.510174 -2.389900 1.044 -0.355 2.977
O -0.992251 -0.123736 -0.472744 -0.394 -0.449 -2.441
H -0.678714 0.443008 0.240089 -0.129 0.440 -0.366
C 2.577374 4.086807 -0.068512 1.935 -0.619 0.730
C 1.276449 3.363566 -0.194118 0.450 0.358 -1.107
C 1.161391 2.051147 0.603527 0.788 2.203 0.362
O -0.079046 2.230534 1.299302 0.239 -1.368 -0.371
C -0.661417 3.410773 0.964812 0.925 0.584 -0.347
O -1.746797 3.733749 1.263498 -0.912 0.064 0.378
O 0.214578 4.183154 0.269579 -0.468 -0.665 -0.056
H 2.847512 4.384289 0.949717 -0.659 0.327 0.040
H 2.780667 4.903592 -0.755156 -0.548 0.121 -0.010
H 3.398625 3.373522 -0.243479 -0.241 -0.117 -0.394
H 1.169002 3.165200 -1.268798 -0.544 0.065 0.041
H 2.014293 2.106197 1.280089 -0.308 -0.702 0.493
H 1.232516 1.186434 -0.045837 -0.451 -0.281 0.224
N -1.863288 -1.259464 2.021468 -0.864 -0.775 0.943
C -2.091492 -0.814478 3.304851 0.982 1.416 -0.667
C -2.047676 -1.848683 4.194783 -0.464 -0.012 -0.721
C -1.930894 -3.026643 3.394422 -0.369 0.174 0.022
C -1.883347 -2.630941 2.078770 1.168 -0.440 -0.037
H -1.706025 -0.689412 1.201631 -0.440 -0.416 0.220
H -2.157263 0.261200 3.401079 -0.057 -0.137 0.508
H -2.153200 -1.734030 5.258666 -0.044 -0.215 0.048
H -1.955134 -4.048611 3.735422 0.101 0.009 0.003
H -1.645781 -3.255684 1.229971 -0.236 0.139 -0.112
N 1.278617 -1.525312 -3.658333 -0.951 0.103 -0.481
C 1.046122 -1.563071 -2.298364 0.270 0.138 -0.535
C 0.216299 -2.649472 -2.074738 -0.198 0.640 0.861
C -0.120528 -3.212425 -3.318486 -0.208 -0.405 -0.200
C 0.513839 -2.481345 -4.297912 0.610 0.061 0.396
H 1.832005 -0.839871 -4.147964 0.112 0.005 0.086
H 1.546250 -0.897486 -1.615686 0.123 -0.130 0.040
H -0.036762 -3.033283 -1.097417 -0.103 0.085 -0.019
H -0.644996 -4.153202 -3.374920 -0.233 0.188 -0.506
H 0.525274 -2.585849 -5.369313 0.072 -0.036 -0.003
```
Positions in Å, forces in eV/Å.

Spin multiplicity ... 6
Charge ... +1
Calculated total energy ... -2028.6188 hartree
Orbital gap (alpha / beta) ... 3.8 / 3.7 eV
Relative energy (zero: lowest compared OMol25 entry of this formula, charge and spin) ... 7.1 kcal per mole

***

A molecular structure, C41H48ClIN3O3SScSi. Source: OMol25; level of theory: ωB97M-V/def2-TZVPD.

XYZ file:
```
100
Properties=species:S:1:pos:R:3:forces:R:3
Sc -1.045533 0.987081 -0.425253 -1.119 -0.611 -0.157
C 4.692874 0.245882 -4.850760 0.187 0.351 0.757
C 4.367202 -0.392850 -3.519011 -0.774 -0.560 0.448
C 4.727899 -1.726516 -3.273849 0.261 -0.317 0.992
C 4.473653 -2.382488 -2.037859 -1.026 2.148 -0.803
Cl 4.872147 -4.004006 -1.679456 0.272 -0.572 -0.284
C 3.779883 -1.659007 -1.073597 0.222 0.217 -0.010
C 3.440344 -0.309160 -1.258160 0.204 -0.628 -0.037
C 3.636814 0.279066 -2.508965 -0.318 0.035 0.615
O 3.085929 1.485217 -2.841735 -0.500 0.714 -0.176
C 2.357844 2.394017 -1.956458 1.100 0.575 -0.893
C 0.996882 1.962063 -1.394966 1.718 -0.366 -0.225
O -0.011687 1.952159 -2.112078 -0.523 0.064 -0.363
O 0.970949 1.576408 -0.185951 0.374 0.120 0.286
H 3.987441 0.009823 -5.635504 -0.318 -0.131 -0.103
H 5.661082 -0.149529 -5.129010 0.249 0.133 -0.363
H 4.743900 1.342325 -4.762217 0.036 -0.450 -0.032
H 5.250643 -2.287885 -4.035381 0.089 0.063 -0.156
H 3.464781 -2.186588 -0.181092 0.222 0.196 0.225
H 3.051401 0.247625 -0.401205 -0.337 -0.143 -0.606
H 2.240227 3.309517 -2.586512 -0.189 -0.891 0.350
H 3.010178 2.704131 -1.144223 0.033 -0.282 0.332
C -3.724879 -4.555662 -2.509345 0.262 -0.192 -0.805
C -3.454495 -4.258826 -1.189208 -0.397 -0.657 0.880
C -3.418010 -2.959998 -0.764706 0.237 1.300 -0.134
C -3.701709 -1.907515 -1.670684 -0.308 0.870 0.538
C -4.036338 -2.176118 -2.990839 0.241 -1.869 -0.371
C -3.976414 -3.526227 -3.405609 -0.333 0.101 -0.600
Si -3.690012 -0.092284 -1.082833 0.667 0.048 0.184
C -4.615456 0.845137 -2.472217 0.187 0.330 0.138
C -5.955048 1.206139 -2.281935 0.026 0.304 -0.569
C -6.602300 1.976846 -3.240019 -1.463 -0.215 0.829
C -5.960830 2.409864 -4.363074 -0.945 0.999 -0.575
C -4.644895 2.129504 -4.552369 1.767 -0.313 -1.089
C -3.966944 1.332951 -3.634477 -0.603 -0.200 0.638
H -3.664669 -5.594141 -2.846239 -0.227 0.345 0.035
H -3.380503 -5.056021 -0.451443 0.323 0.020 -0.212
H -3.137346 -2.707240 0.276813 -0.343 -0.202 -0.604
H -4.360158 -1.450629 -3.744504 0.292 0.053 0.608
H -4.187249 -3.780352 -4.457269 0.098 0.148 0.527
H -4.659943 -0.074055 0.070271 -0.022 -0.002 -0.163
H -6.537134 0.934151 -1.411744 0.293 -0.267 0.169
H -7.670095 2.234322 -3.111402 0.679 -0.161 0.035
H -6.507823 3.030153 -5.069080 0.138 -0.115 -0.017
H -4.142555 2.509788 -5.470148 -0.256 -0.358 0.838
H -2.928957 1.078373 -3.791705 0.194 0.057 -0.059
C -3.296160 4.759561 1.558006 -0.509 0.176 0.674
C -1.988920 4.422668 1.844357 -0.129 -0.101 -0.328
C -1.383071 3.489809 1.019458 0.550 -0.283 0.526
C -2.058496 2.851269 -0.022304 0.723 0.064 -0.720
C -3.287688 3.369631 -0.419305 -0.744 0.615 -0.181
C -3.936148 4.283824 0.418155 -0.021 0.059 0.054
H -3.848457 5.364971 2.276564 0.065 0.103 -0.303
H -1.466794 4.833417 2.694971 0.045 0.179 0.088
H -0.326151 3.257610 1.224099 -0.400 -0.222 0.040
H -3.723182 3.133382 -1.413903 0.108 -0.257 1.021
H -4.959804 4.627108 0.268578 0.232 -0.140 -0.385
I -0.004258 -5.117356 -1.524497 0.271 -0.175 -0.111
C -0.084624 -3.219896 -2.349692 0.189 0.353 -0.032
C 0.017225 -2.972740 -3.720488 -0.221 -0.223 0.487
C -0.173845 -1.672485 -4.158743 -0.163 0.174 0.403
C -0.356709 -0.664425 -3.213324 0.110 -0.198 -0.304
N -0.407518 -0.904451 -1.893043 0.246 0.605 -0.262
C -0.273632 -2.156401 -1.469370 -0.372 -0.349 0.170
H 0.218049 -3.777051 -4.422119 -0.166 0.064 0.130
H -0.246020 -1.456984 -5.217711 0.279 0.121 0.086
H -0.411225 0.379480 -3.520134 -0.209 -0.346 0.085
H -0.367829 -2.324146 -0.387120 0.086 0.056 -0.515
C 5.103170 -2.869096 3.062182 0.156 0.601 0.992
C 5.206517 -1.336312 2.825500 0.445 -0.236 -0.285
C 4.265363 -0.473093 3.708670 -0.706 0.297 -0.639
C 3.163676 0.283508 2.829476 0.444 0.374 1.255
N 1.816248 -0.284058 2.837596 0.473 -0.287 0.340
C 0.643141 0.341947 3.001039 -0.075 0.179 0.431
S -0.729278 -0.268716 2.079247 0.445 0.585 0.801
N 0.557745 1.341891 3.921426 -0.925 -0.343 -0.917
C 1.388583 1.690717 5.094269 0.075 -0.673 -0.027
C 1.531750 0.560326 6.129741 0.106 0.301 0.231
C 0.321425 0.370296 7.057233 -0.778 -0.225 -0.911
C -1.034094 0.044243 6.326603 1.541 -0.137 -0.558
H 5.526100 -3.457581 2.242470 -0.077 0.154 0.161
H 4.048222 -3.124624 3.201599 0.093 -0.255 -0.147
H 5.633673 -3.137869 4.021485 -0.534 0.178 -0.983
H 5.089370 -1.109414 1.741403 -0.241 -0.110 0.658
H 6.231846 -1.037611 3.032131 0.170 0.000 0.030
H 4.821608 0.365233 4.207883 -0.342 -1.057 -0.223
H 3.789496 -1.143017 4.480266 0.334 0.932 -0.611
H 3.453740 0.317689 1.774515 0.288 0.072 0.229
H 3.123601 1.325454 3.208704 -0.185 -0.702 -0.586
H 1.757508 -1.207402 2.440398 -0.271 0.134 -0.414
H -0.365272 1.757671 3.944566 0.120 -0.082 -0.247
H 0.897161 2.533832 5.575621 -0.027 0.143 -0.173
H 2.365703 2.019651 4.754965 0.045 0.116 0.119
H 2.408851 0.792807 6.779156 -0.454 -0.160 -0.551
H 1.745379 -0.366239 5.596117 0.082 -0.105 0.055
H 0.218097 1.245085 7.674506 -0.142 0.541 0.303
H 0.570983 -0.431553 7.734005 -0.014 -0.412 0.245
H -1.473401 0.926321 5.842876 -0.031 -0.184 0.331
H -1.759085 -0.467193 6.949140 -0.086 0.242 0.266
H -0.783662 -0.655136 5.509784 -0.270 0.155 0.181
```
Positions in Å, forces in eV/Å.

Calculated total energy ... -4187.4401 hartree
Orbital gap ... 6.7 eV
Relative energy (zero: lowest compared OMol25 entry of this formula, charge and spin) ... 0.0 kcal per mole